(1)
5
Properties=species:S:1:pos:R:3 method="wB97M-V/def2-TZVPD" homo_ev="-5.4 / -5.4" charge=0
H -3.428 1.189 0.305
Cs -1.836 0.306 -1.901
C 1.319 -0.473 0.317
F 2.249 0.394 0.506
H 1.696 -1.416 0.773

(2)
38
Properties=species:S:1:pos:R:3 method="wB97M-V/def2-TZVPD" homo_ev=-8.3 de_lowest_kj_mol=260.15 smiles="C=C(N)CC.O.O.O.O.O.O.O.O" charge=0
C -0.106 -1.663 -1.566
C 0.955 -1.305 -0.834
N 2.059 -2.168 -0.597
C 0.983 -0.051 -0.023
C 1.139 1.249 -0.807
H -0.867 -0.928 -1.828
H -0.265 -2.633 -2.007
H 2.944 -1.735 -0.382
H 2.142 -2.835 -1.358
H 1.660 -0.154 0.840
H 0.013 -0.211 0.515
H 1.691 1.080 -1.751
H 0.220 1.771 -1.152
H 1.605 1.995 -0.159
O -1.077 3.054 -0.746
H -1.306 3.727 -1.403
H -1.166 3.593 0.057
O -1.262 3.691 1.961
H -1.372 3.371 2.864
H -0.297 3.623 1.893
O 1.471 1.630 3.478
H 0.579 1.308 3.676
H 1.708 1.048 2.743
O 1.716 -2.935 -3.551
H 0.829 -2.838 -3.917
H 2.151 -2.214 -4.031
O -0.261 -1.984 3.252
H 0.082 -2.656 2.617
H 0.403 -2.068 3.948
O 0.401 -4.130 1.561
H 1.355 -4.158 1.669
H 0.206 -3.591 0.775
O -2.568 1.115 -0.289
H -1.653 1.385 -0.043
H -3.042 1.090 0.557
O -3.885 1.782 -2.350
H -4.225 2.040 -1.493
H -2.959 1.705 -2.117

(3)
46
Properties=species:S:1:pos:R:3 method="wB97M-V/def2-TZVPD" homo_ev=-12.8 de_lowest_kj_mol=203.12 charge=+1
C 3.575 0.332 1.280
C 2.131 0.316 1.772
C 1.746 -0.919 2.662
C 0.340 -1.318 2.392
C -0.120 -2.575 2.151
N -1.434 -2.406 1.744
C -1.738 -1.098 1.763
N -0.661 -0.413 2.083
H 4.316 0.536 2.077
H 4.009 -0.667 1.143
H 3.690 1.025 0.457
H 1.584 0.133 0.825
H 1.750 1.262 2.159
H 1.890 -0.455 3.663
H 2.472 -1.678 2.445
H 0.502 -3.438 2.200
H -1.993 -2.949 1.100
H -2.717 -0.827 1.405
H -0.436 0.561 1.991
H 0.535 -3.855 -1.655
H 0.442 -2.368 -1.558
O -0.125 -3.155 -1.707
H -3.361 1.459 3.269
H -3.290 0.515 4.317
O -3.015 0.559 3.389
H -2.436 -1.767 -2.985
H -1.510 -1.979 -1.878
O -2.030 -1.257 -2.274
H 1.652 -1.118 -4.979
H 2.037 0.383 -4.892
O 1.358 -0.257 -4.674
H -0.316 3.079 1.724
H -0.161 2.673 0.238
O -0.337 2.348 1.119
H 1.403 2.006 -1.545
H 1.323 3.579 -1.909
O 1.710 2.886 -1.383
H -2.660 4.619 -1.538
H -3.132 3.102 -1.498
O -2.386 3.702 -1.564
H -1.197 2.642 -2.640
H -0.343 1.268 -2.957
O -0.404 2.107 -2.499
H 1.755 -0.524 -1.384
H 1.433 -0.759 -2.943
O 1.620 -1.172 -2.079

(4)
20
Properties=species:S:1:pos:R:3 method="wB97M-V/def2-TZVPD" homo_ev=-8.9 de_lowest_kj_mol=225.37 smiles="C=CC[C@@H]1C=CCC1" charge=0
C -2.537 -0.857 -0.225
C -1.447 -0.048 -0.583
C -1.117 1.114 0.143
C 0.457 1.038 0.526
C 1.310 0.913 -0.752
C 1.613 -0.390 -0.933
C 1.315 -1.341 0.230
C 0.736 -0.275 1.262
H -2.669 -1.777 -0.818
H -3.466 -0.600 0.572
H -0.768 -0.269 -1.348
H -1.692 1.056 1.146
H -1.359 2.172 -0.269
H 0.683 1.905 1.068
H 1.403 1.937 -1.327
H 2.242 -0.748 -1.759
H 2.058 -1.869 0.794
H 0.592 -2.136 -0.004
H -0.372 -0.486 1.728
H 1.368 -0.113 2.205

(5)
10
Properties=species:S:1:pos:R:3 method="wB97M-V/def2-TZVPD" homo_ev=-8.0 de_lowest_kj_mol=336.76 charge=0
C 1.211 0.018 -0.630
C -0.009 0.920 -0.754
N -0.272 -0.302 -0.614
N -1.202 -1.188 -0.379
I -0.390 1.159 2.438
H 1.576 -0.362 -1.521
H 1.815 -0.249 0.204
H -0.384 1.987 -0.795
H -0.799 -2.123 -0.004
H -1.546 0.142 2.055

Calculated strongest force on any atom (eV/A), listed in the same order as above: 1.0; 2.3; 3.1; 6.0; 2.5
Calculated electronic energy (eV), listed in the same order as above: -4328.3179; -22422.3848; -28094.4712; -8487.2466; -13230.9620